one.
{
  "formula": "C2H3NO2S",
  "method": "the ωB97M-V functional and the def2-TZVPD basis",
  "e_lumo_ev": [0.661, -3.493],
  "homo_energy_ev": [-6.72, -9.90],
  "s2": 2.011,
  "spin_multiplicity": 3,
  "elements": ["S", "O", "O", "N", "C", "C", "H", "H", "H"],
  "positions_angstrom": [[-1.432, -1.504, 0.363], [-2.051, -0.857, -0.761], [-1.459, -0.785, 1.613], [0.862, -1.002, 0.015], [0.622, 1.471, -0.179], [0.873, 0.216, -0.080], [0.024, 1.738, -1.044], [0.945, 2.277, 0.441], [1.616, -1.555, -0.368]]
}


two.
{
  "formula": "C2H3NO2S",
  "method": "the ωB97M-V functional and the def2-TZVPD basis",
  "e_lumo_ev": [-0.141, -2.602],
  "homo_energy_ev": [-6.53, -10.27],
  "s2": 2.021,
  "spin_multiplicity": 3,
  "elements": ["S", "O", "O", "N", "C", "C", "H", "H", "H"],
  "positions_angstrom": [[-0.116, -1.346, 1.978], [-1.826, 0.751, -0.165], [-1.759, -0.680, -1.850], [-1.135, -0.259, -0.918], [0.706, -0.549, 0.913], [1.527, 0.102, 0.159], [1.318, 0.855, -0.522], [-1.222, 1.327, 0.284], [2.507, -0.201, 0.122]]
}


Computed stability ranking, most favorable first: one, two


one.
{
  "formula": "C4H16N8O4",
  "method": "the ωB97M-V functional and the def2-TZVPD basis",
  "e_lumo_ev": 0.230,
  "smiles": "NC(N)=O.NC(N)=O.NC(N)=O.NC(N)=O",
  "homo_energy_ev": -8.98,
  "elements": ["O", "O", "O", "O", "N", "N", "N", "N", "N", "N", "N", "N", "C", "C", "C", "C", "H", "H", "H", "H", "H", "H", "H", "H", "H", "H", "H", "H", "H", "H", "H", "H"],
  "positions_angstrom": [[0.074, 0.706, 0.836], [-2.765, 2.487, 1.581], [2.022, -0.005, -3.667], [2.476, -1.330, 4.442], [1.177, 1.091, -1.114], [-4.309, 1.720, 3.080], [0.549, -1.713, -3.900], [1.664, -0.898, -5.735], [-0.740, -0.118, -1.112], [-2.553, 0.407, 2.492], [2.655, -1.108, 2.196], [1.282, 0.304, 3.355], [0.162, 0.587, -0.384], [-3.188, 1.617, 2.310], [1.439, -0.795, -4.391], [2.158, -0.732, 3.424], [-4.851, 2.561, 3.060], [2.137, -0.838, 1.376], [0.639, -1.857, -2.909], [3.145, -1.983, 2.158], [0.772, 0.390, 2.477], [-4.697, 0.867, 3.439], [2.306, -0.220, -6.106], [1.936, 1.595, -0.697], [0.936, 0.720, 4.198], [-0.846, 0.031, -2.102], [1.464, -1.732, -6.251], [-1.586, 0.287, 2.244], [0.065, -2.331, -4.522], [-1.608, -0.363, -0.664], [1.142, 0.947, -2.116], [-3.058, -0.295, 3.002]]
}


two.
{
  "formula": "C4H16N8O4",
  "method": "the ωB97M-V functional and the def2-TZVPD basis",
  "e_lumo_ev": 0.365,
  "smiles": "NC(N)=O.NC(N)=O.NC(N)=O.NC(N)=O",
  "homo_energy_ev": -9.16,
  "elements": ["O", "O", "O", "O", "N", "N", "N", "N", "N", "N", "N", "N", "C", "C", "C", "C", "H", "H", "H", "H", "H", "H", "H", "H", "H", "H", "H", "H", "H", "H", "H", "H"],
  "positions_angstrom": [[-0.604, 3.137, 2.983], [1.152, 0.528, -3.138], [-0.781, -5.850, 0.223], [0.354, -1.134, 0.153], [1.975, -1.240, -4.269], [0.105, 1.036, -0.489], [-0.121, 0.456, 1.715], [-1.182, -3.621, 0.300], [-0.323, 5.293, 2.352], [-0.007, -1.445, -3.118], [-0.936, 4.755, 4.529], [0.454, -4.439, -1.095], [0.123, 0.040, 0.433], [-0.530, -4.724, -0.177], [-0.620, 4.330, 3.272], [1.016, -0.642, -3.496], [1.818, -2.158, -4.640], [2.687, -0.653, -4.659], [-0.277, 1.929, -0.247], [-0.986, -2.671, 0.032], [-0.297, -0.209, 2.445], [-0.815, -1.103, -2.630], [0.354, 0.794, -1.447], [0.694, -3.480, -1.278], [-0.918, 4.041, 5.232], [-0.159, 4.957, 1.423], [-0.174, -2.319, -3.585], [1.136, -5.159, -1.245], [-0.953, 5.736, 4.731], [-0.160, 6.246, 2.613], [-0.286, 1.416, 1.975], [-1.740, -3.848, 1.103]]
}


Computed stability ranking, most favorable first: two, one


one.
{
  "formula": "C3H13NO3",
  "method": "the ωB97M-V functional and the def2-TZVPD basis",
  "e_lumo_ev": 0.656,
  "smiles": "CNCCO.O.O",
  "homo_energy_ev": -9.53,
  "elements": ["O", "O", "O", "N", "C", "C", "C", "H", "H", "H", "H", "H", "H", "H", "H", "H", "H", "H", "H", "H"],
  "positions_angstrom": [[-2.028, 0.305, 2.263], [0.030, 2.002, -0.987], [0.635, 0.655, 1.502], [0.482, -1.095, -0.285], [-0.725, 0.812, -1.357], [0.185, -0.388, -1.553], [1.406, -2.283, -0.350], [-1.540, 0.467, -0.801], [1.437, 0.585, 2.018], [0.825, -3.205, -0.312], [0.182, 2.071, -0.049], [-1.169, 0.294, 1.790], [-0.412, -1.056, -2.241], [0.896, 0.114, 0.726], [-0.341, -1.565, 0.153], [-1.904, 0.901, 2.971], [1.993, -2.224, 0.620], [2.141, -2.130, -1.271], [-1.028, 1.015, -2.379], [1.247, -0.146, -1.891]]
}


two.
{
  "formula": "C3H13NO3",
  "method": "the ωB97M-V functional and the def2-TZVPD basis",
  "e_lumo_ev": 0.648,
  "smiles": "C=CCN.O.O.O",
  "homo_energy_ev": -9.24,
  "elements": ["O", "O", "O", "N", "C", "C", "C", "H", "H", "H", "H", "H", "H", "H", "H", "H", "H", "H", "H", "H"],
  "positions_angstrom": [[-0.004, 3.691, 0.912], [-2.300, 2.308, -0.959], [-0.627, 0.789, 1.191], [1.369, -0.276, -0.582], [0.533, -1.501, -0.718], [0.947, -2.484, 0.334], [0.437, -3.694, 0.464], [0.605, -1.808, -1.768], [1.334, 0.313, -1.402], [-0.703, 1.648, 1.618], [-0.520, -1.268, -0.558], [0.717, -4.320, 1.304], [0.188, 4.352, 1.576], [-0.130, -4.207, -0.306], [-0.857, 3.927, 0.535], [-2.566, 2.876, -1.690], [2.327, -0.621, -0.590], [1.541, -2.059, 1.128], [-2.525, 1.416, -1.238], [0.233, 0.917, 0.751]]
}


three.
{
  "formula": "C3H13NO3",
  "method": "the ωB97M-V functional and the def2-TZVPD basis",
  "e_lumo_ev": 0.320,
  "smiles": "C/C=C/N.O.O.O",
  "homo_energy_ev": -7.69,
  "elements": ["O", "O", "O", "N", "C", "C", "C", "H", "H", "H", "H", "H", "H", "H", "H", "H", "H", "H", "H", "H"],
  "positions_angstrom": [[-3.599, -1.634, -0.527], [-2.417, 0.272, -2.295], [0.135, 1.703, -2.487], [0.574, 0.559, 0.473], [1.245, 0.046, 1.579], [3.250, -0.706, 2.843], [2.510, -0.369, 1.588], [0.820, 0.231, 2.571], [0.218, 2.656, -2.455], [-3.747, -1.271, 0.349], [2.651, -0.468, 3.724], [4.126, -0.051, 2.960], [-3.161, 0.437, -2.878], [3.010, -0.606, 0.688], [-2.768, -0.216, -1.541], [-0.415, 0.497, 0.435], [-3.309, -2.529, -0.304], [-0.756, 1.386, -2.665], [3.702, -1.699, 2.823], [1.048, 1.204, -0.128]]
}


four.
{
  "formula": "C3H13NO3",
  "method": "the ωB97M-V functional and the def2-TZVPD basis",
  "e_lumo_ev": 0.201,
  "smiles": "CNCCO.O.O",
  "homo_energy_ev": -9.32,
  "elements": ["O", "O", "O", "N", "C", "C", "C", "H", "H", "H", "H", "H", "H", "H", "H", "H", "H", "H", "H", "H"],
  "positions_angstrom": [[-2.651, 2.606, 1.950], [0.564, 4.433, 2.044], [1.353, -1.116, -3.180], [0.465, -0.753, 0.047], [0.956, -1.890, -2.118], [0.602, -1.689, 1.160], [-0.109, -1.293, -1.202], [-2.400, 1.945, 1.284], [0.805, 4.005, 1.277], [1.203, -0.217, -3.088], [-0.245, -2.276, 1.457], [-3.588, 2.328, 2.230], [0.529, -2.744, -2.564], [-0.478, -0.405, -1.769], [-0.316, 4.786, 1.675], [1.823, -2.324, -1.491], [-0.137, 0.017, 0.264], [-0.910, -1.939, -1.081], [1.540, -2.252, 1.002], [0.996, -1.222, 2.103]]
}


Computed stability ranking, most favorable first: three, two, one, four


one.
{
  "formula": "C3H9N",
  "method": "the ωB97M-V functional and the def2-TZVPD basis",
  "e_lumo_ev": [-5.899, -9.042],
  "charge": 1,
  "homo_energy_ev": [-16.79, -16.80],
  "s2": 0.757,
  "spin_multiplicity": 2,
  "elements": ["N", "C", "C", "C", "H", "H", "H", "H", "H", "H", "H", "H", "H"],
  "positions_angstrom": [[1.187, 1.225, -0.856], [-0.822, -1.505, 1.461], [1.376, 0.285, -1.652], [-0.162, 1.506, -0.280], [-0.235, 1.135, 0.741], [0.736, -0.083, -2.458], [-0.047, -0.932, 1.978], [-1.772, -1.101, 1.809], [-0.867, 0.930, -0.886], [2.388, -0.139, -1.654], [-0.362, 2.563, -0.417], [-0.723, -2.521, 1.826], [-0.696, -1.363, 0.387]]
}


two.
{
  "formula": "C3H9N",
  "method": "the ωB97M-V functional and the def2-TZVPD basis",
  "e_lumo_ev": [-4.072, -7.790],
  "charge": 1,
  "homo_energy_ev": [-15.78, -16.11],
  "s2": 0.763,
  "spin_multiplicity": 2,
  "elements": ["N", "C", "C", "C", "H", "H", "H", "H", "H", "H", "H", "H", "H"],
  "positions_angstrom": [[0.846, 2.251, 1.364], [-0.816, -1.842, -1.825], [0.068, 1.192, 1.369], [0.398, -0.044, 0.837], [1.277, 0.028, 0.202], [-0.851, 1.313, 1.941], [-0.157, -0.974, -1.953], [1.666, 2.206, 0.749], [-0.561, -2.394, -0.922], [-1.826, -1.471, -1.916], [-0.473, -2.517, -2.609], [-0.272, -0.883, 0.919], [0.702, 3.135, 1.842]]
}


Computed stability ranking, most favorable first: two, one


one.
{
  "formula": "C3H11N2",
  "method": "the ωB97M-V functional and the def2-TZVPD basis",
  "e_lumo_ev": -2.891,
  "charge": 1,
  "homo_energy_ev": -14.98,
  "elements": ["N", "N", "C", "C", "C", "H", "H", "H", "H", "H", "H", "H", "H", "H", "H", "H"],
  "positions_angstrom": [[0.890, -0.193, 0.560], [-1.867, -0.532, 0.169], [1.499, -0.819, -0.658], [1.119, 1.280, 0.619], [-2.825, 0.075, -0.398], [2.564, -0.908, -0.463], [-0.161, -0.318, 0.482], [-1.982, -1.544, 0.056], [1.059, -1.800, -0.825], [1.363, -0.153, -1.502], [-2.802, 1.154, -0.520], [-3.708, -0.450, -0.757], [1.222, -0.670, 1.394], [0.981, 1.666, -0.388], [0.486, 1.758, 1.359], [2.161, 1.455, 0.871]]
}


two.
{
  "formula": "C3H11N2",
  "method": "the ωB97M-V functional and the def2-TZVPD basis",
  "e_lumo_ev": -4.110,
  "charge": 1,
  "homo_energy_ev": -14.88,
  "elements": ["N", "N", "C", "C", "C", "H", "H", "H", "H", "H", "H", "H", "H", "H", "H", "H"],
  "positions_angstrom": [[0.733, 0.787, 0.172], [-0.193, -1.607, -0.342], [1.995, 1.052, 0.026], [-1.297, -1.490, 0.713], [-0.241, 1.765, -0.341], [2.492, 1.823, -0.735], [0.587, -0.486, -0.443], [-0.837, 1.425, -1.188], [-0.854, -1.531, 1.694], [-1.804, -0.572, 0.565], [-0.934, -1.465, -1.081], [-2.106, -2.217, 0.662], [0.507, -2.500, -0.385], [2.643, 0.483, 0.677], [-0.892, 1.727, 0.487], [0.200, 2.807, -0.483]]
}


Computed stability ranking, most favorable first: one, two